1.
The following is a quantum chemistry calculation of the molecule C2H5F2N, from the Open Molecules 2025 dataset.

Computed properties:
Multiplicity: 1
Max |F| (eV/Å): 3.63
Net charge: 0
SMILES string: NCC(F)F
Frontier orbital gap (eV): 11.1
Calculated total energy (Eh): -333.66837
HOMO level (eV): -10.137

Cartesian coordinates (Å):
1 N -1.2888 0.1300 0.6514
2 C -0.0518 0.6480 0.1881
3 C 0.7709 -0.3933 -0.3701
4 F 1.8046 -0.0167 -1.1568
5 F 1.4218 -1.0819 0.6622
6 H -1.0809 -0.8475 1.0200
7 H -1.9209 0.1881 -0.1964
8 H 0.4451 1.3001 0.8775
9 H -0.3334 1.2144 -0.7392
10 H 0.2335 -1.1412 -0.9368

2.
The following is a quantum chemistry calculation of a cluster of 2 separate species, C3H6FNO in total, from the Open Molecules 2025 dataset.

Computed properties:
Multiplicity: 1
Max |F| (eV/Å): 4.57
Net charge: 0
Frontier orbital gap (eV): 8.8
Calculated total energy (Eh): -347.70300
HOMO level (eV): -8.004

Cartesian coordinates (Å):
1 C 0.7207 0.3148 -1.3580
2 C -0.5830 0.5402 1.5892
3 C -0.9433 0.0805 0.2182
4 N 1.2874 -0.8660 -1.3962
5 O 0.9033 1.3779 -1.8512
6 F -1.0982 -1.2839 0.1306
7 H 0.0444 1.4257 1.5514
8 H -0.0551 -0.2551 2.1142
9 H -1.4867 0.7818 2.1554
10 H -1.7698 0.5656 -0.2882
11 H 0.9007 -1.6284 -0.8638
12 H 2.0797 -1.0530 -2.0014

3.
The following is a quantum chemistry calculation of a structure of composition C4H4GaO, from the Open Molecules 2025 dataset.

Computed properties:
Multiplicity: 1
Max |F| (eV/Å): 7.82
Net charge: +3
Frontier orbital gap (alpha / beta) (eV): 5.8 / 8.8
Calculated total energy (Eh): -2153.08033
HOMO level (alpha / beta) (eV): -24.697 / -26.546

Cartesian coordinates (Å):
1 H 2.0284 1.3144 0.3175
2 C 2.5417 -0.1405 -0.0741
3 C 1.4575 -0.7427 0.2285
4 H 3.5642 -0.4961 -0.1572
5 C 0.1813 -0.3237 0.6078
6 C 0.0075 0.9062 1.2480
7 O 0.6419 1.9999 0.8696
8 Ga 0.0882 3.5415 0.8866
9 H -0.6299 -0.6031 -0.0736
10 H -0.0719 0.8401 2.3424

In the order shown, the computed ΔE to the lowest compared entry with this formula, charge and spin values come out to 87.9; 223.3; 116.1 kJ/mol.